[1]
Here is a structure of composition C5H10S at a distorted geometry from the Open Molecules 2025 dataset. Energies are from ωB97M-V/def2-TZVPD.

Summary:
- HOMO: -8.641 eV
- LUMO: 0.68 eV

Geometry as XYZ:
```
16
C5H10S, DFT ωB97M-V/def2-TZVPD
C -1.5047 1.1651 0.2207
C -0.3389 -0.0364 0.0766
C 0.8335 -0.3111 1.0741
C 1.5147 -0.7900 -0.1308
C 0.8243 0.3547 -0.8951
H -1.0249 2.0044 0.3653
H -2.0078 1.0425 -0.8214
H -2.4459 1.0829 0.8780
H -2.5149 -1.3046 -0.7853
H 1.4503 0.4199 1.7791
H 0.7215 -1.0140 1.9939
H 1.0502 -1.7953 -0.5689
H 2.8246 -0.8806 -0.3039
H 1.2054 1.4893 -0.9163
H 0.5915 0.0344 -1.9265
S -1.1790 -1.4612 -0.0396
```


[2]
Here is a cluster of 2 separate species, C11H15N in total at a distorted geometry from the Open Molecules 2025 dataset. Energies are from ωB97M-V/def2-TZVPD.

Summary:
- HOMO: -7.765 eV
- SMILES: Cc1c[nH]c2ccccc12.CC
- LUMO: 0.90 eV

Geometry as XYZ:
```
27
C11H15N, DFT ωB97M-V/def2-TZVPD
C 3.2219 2.1170 0.0652
C 1.8840 1.4772 0.3072
C 0.7654 2.0366 0.8495
N -0.1553 1.0698 1.1796
C 0.2341 -0.1083 0.6238
C -0.4145 -1.3427 0.6090
C 0.3022 -2.4852 0.2670
C 1.6546 -2.3543 -0.0477
C 2.2258 -1.0993 -0.2507
C 1.6054 0.0522 0.1933
H 3.6885 2.5229 0.9577
H 3.0799 2.8144 -0.7653
H 3.9340 1.3931 -0.3365
H 0.6104 3.0714 1.1169
H -1.0714 1.3015 1.5252
H -1.4704 -1.3027 0.8317
H -0.0420 -3.5075 0.3044
H 2.3693 -3.1036 -0.3672
H 3.2530 -1.0546 -0.6049
C -3.1336 0.4560 -0.4077
C -3.2125 -0.8035 -1.2391
H -4.1500 0.7741 -0.1359
H -2.8195 0.3022 0.6291
H -2.6339 1.3090 -0.8429
H -2.2664 -1.2623 -1.5452
H -3.7631 -0.6183 -2.1605
H -3.6960 -1.6551 -0.7561
```


Going through the records in order, we get HOMO-LUMO gap values of 0.343 0.318 Ha.
Going through the records in order, we get energy relative to the best compared isomer or geometry (same formula, charge and spin) values of 478.7 88.6 kJ/mol.